Computed, not measured: C66H55BrCsO4P4S as an isolated structure at a distorted geometry, with ωB97M-V with the def2-TZVPD basis set.

Last column: Mulliken spin population.
Geometry (Å):
Cs1 -0.37032 0.27644 1.61692  -0.0041
O1 -0.05812 -2.15897 0.29059  0.0088
C1 0.22006 -2.54885 1.45561  0.0036
O2 0.71786 -1.83751 2.34831  0.0003
C2 -0.13519 -3.98938 1.77938  -0.0011
C3 0.41611 -4.54945 2.92583  0.0001
C4 0.14668 -5.85948 3.27259  0.0000
C5 -0.71438 -6.60496 2.48623  0.0000
C6 -1.29669 -6.04911 1.36063  0.0000
C7 -1.01462 -4.73996 0.96642  0.0013
P1 -1.71925 -4.00621 -0.58315  -0.0058
C8 -0.53494 -4.80054 -1.75598  -0.0174
C9 -0.98652 -5.22516 -3.00602  0.0235
C10 -0.13288 -5.86310 -3.89171  -0.0043
C11 1.19530 -6.07275 -3.55401  0.0016
C12 1.66418 -5.61879 -2.33207  -0.0023
C13 0.80762 -4.98776 -1.44201  0.0007
C14 -3.12487 -5.26613 -0.78711  -0.0001
C15 -4.34605 -4.78221 -0.31722  -0.0001
C16 -5.50566 -5.54195 -0.36217  0.0000
C17 -5.46979 -6.82236 -0.89319  0.0000
C18 -4.26816 -7.32156 -1.37571  0.0000
C19 -3.11194 -6.55613 -1.31954  -0.0003
H1 1.06869 -3.93129 3.52882  0.0000
H2 0.60269 -6.30013 4.15146  0.0000
H3 -0.92958 -7.63484 2.74792  0.0000
H4 -1.97008 -6.65515 0.77328  0.0000
H5 -2.01656 -5.05218 -3.28907  -0.0011
H6 -0.50808 -6.18280 -4.85698  -0.0003
H7 1.86940 -6.55963 -4.24852  0.0001
H8 2.70733 -5.74366 -2.06827  0.0001
H9 1.19562 -4.63753 -0.49831  0.0003
H10 -4.37645 -3.77719 0.09257  0.0000
H11 -6.43857 -5.13695 0.01251  0.0000
H12 -6.36804 -7.42722 -0.93543  0.0000
H13 -4.23291 -8.32183 -1.79337  0.0000
H14 -2.18524 -6.97572 -1.69196  -0.0001
C20 2.88859 1.29110 -2.09308  -0.0140
C21 2.16035 0.03333 -1.63652  0.0157
P2 3.26154 -1.44372 -1.41010  0.0048
C22 4.03761 -1.40466 -3.08196  0.0001
C23 3.20246 -1.90032 -4.08217  -0.0213
C24 3.60025 -1.90295 -5.40728  0.0015
C25 4.86156 -1.44137 -5.75307  -0.0020
C26 5.70703 -0.95747 -4.76622  0.0000
C27 5.29705 -0.93097 -3.44006  0.0007
C28 4.58242 -0.78302 -0.32159  -0.0018
C29 5.85642 -1.35589 -0.32383  0.0009
C30 6.82165 -0.95432 0.58656  0.0003
C31 6.52293 0.00735 1.54092  -0.0002
C32 5.24404 0.54167 1.59283  0.0007
C33 4.28174 0.14262 0.67860  0.0007
P3 1.73587 2.64497 -2.72103  -0.0094
C34 1.00304 2.00561 -4.24344  0.0479
C35 -0.50762 1.93961 -4.31880  0.0057
C36 -0.98975 2.15013 -5.71115  0.0171
C37 -0.23687 1.71607 -6.75023  0.0476
C38 1.11629 1.31890 -6.56172  -0.0403
C39 1.73131 1.58075 -5.34835  0.0368
C40 3.06094 3.73229 -3.41489  0.0041
C41 4.27443 3.93638 -2.75524  -0.0003
C42 5.21098 4.84042 -3.23502  0.0004
C43 4.95034 5.57277 -4.38335  -0.0006
C44 3.73865 5.39738 -5.03896  -0.0007
C45 2.80369 4.49696 -4.55518  0.0023
H15 3.58561 1.06517 -2.90233  -0.0017
H16 3.45234 1.70365 -1.25434  0.0050
H17 1.39737 -0.26268 -2.36097  0.0154
H18 1.64040 0.19703 -0.68659  -0.0076
H19 2.22352 -2.27378 -3.81202  0.0209
H20 2.91862 -2.26009 -6.16852  -0.0022
H21 5.18736 -1.46034 -6.78619  -0.0001
H22 6.69241 -0.59191 -5.03232  0.0000
H23 5.96586 -0.53360 -2.68824  0.0000
H24 6.09064 -2.13015 -1.04494  0.0001
H25 7.81028 -1.39815 0.55876  0.0000
H26 7.27601 0.32556 2.25160  0.0000
H27 4.98857 1.27240 2.35051  0.0000
H28 3.28082 0.54789 0.75309  0.0006
H29 -0.97049 2.59708 -3.59017  0.0043
H30 -2.01094 2.48863 -5.85876  -0.0032
H31 -0.64999 1.71897 -7.75459  0.0016
H32 1.69328 0.94831 -7.40078  -0.0019
H33 2.81288 1.50051 -5.27377  0.0124
H34 4.49420 3.38133 -1.85173  0.0006
H35 6.14844 4.97794 -2.70766  0.0000
H36 5.68450 6.27412 -4.76245  -0.0001
H37 3.52758 5.97159 -5.93388  0.0000
H38 1.86026 4.36187 -5.07066  -0.0003
C46 -4.87387 1.96924 -2.33511  0.0025
P4 -3.28351 1.52948 -1.47319  0.0093
C47 -2.48865 3.17657 -1.39340  -0.0046
C48 -2.48357 4.05939 -2.47262  -0.0009
C49 -1.67839 5.18815 -2.45424  0.0009
C50 -0.85842 5.44769 -1.36542  0.0009
C51 -0.87018 4.58607 -0.27892  0.0020
C52 -1.67278 3.45860 -0.29956  -0.0050
C53 -3.98846 1.42594 0.22279  0.0018
C54 -4.52804 2.52683 0.88402  -0.0009
C55 -5.14830 2.37144 2.11093  0.0002
C56 -5.22830 1.11688 2.69640  -0.0001
C57 -4.67033 0.02125 2.05988  0.0001
C58 -4.05567 0.17173 0.82438  0.0005
H39 -4.71352 2.02321 -3.41245  0.0001
H40 -5.27173 2.91826 -1.97247  0.0000
H41 -5.59684 1.17774 -2.13678  0.0001
H42 -3.08950 3.84755 -3.34604  0.0003
H43 -1.66778 5.85048 -3.31178  -0.0001
H44 -0.20957 6.31455 -1.36929  0.0002
H45 -0.24067 4.75713 0.58492  -0.0008
H46 -1.66239 2.78625 0.54720  0.0013
H47 -4.44806 3.51217 0.44077  0.0000
H48 -5.56080 3.23674 2.61626  0.0000
H49 -5.72120 0.99649 3.65377  0.0000
H50 -4.71460 -0.95515 2.52731  0.0000
H51 -3.61963 -0.68250 0.31513  0.0010
Br1 -3.21732 7.92424 5.75950  0.0000
C59 -2.57552 6.33544 4.90923  0.0000
C60 -3.35681 5.19213 4.93969  0.0000
C61 -2.88116 4.04723 4.32148  0.0000
C62 -1.64666 4.03983 3.68323  0.0000
C63 -0.88531 5.20228 3.67259  0.0000
C64 -1.34013 6.35909 4.28442  0.0000
C65 -1.13935 2.77485 2.99966  -0.0003
O3 -1.92249 1.80003 2.95627  -0.0001
O4 0.01593 2.80462 2.52361  -0.0002
H52 -4.31574 5.20310 5.44063  0.0000
H53 -3.45531 3.13039 4.32141  0.0000
H54 0.07760 5.17540 3.18003  0.0000
H55 -0.74521 7.26232 4.27753  0.0000
S1 -0.75162 -0.83068 -4.78381  0.3377
C66 -0.72650 0.48339 -3.87430  0.5103

Properties
- Charge: -2
- Spin multiplicity: 2
- Energy above the lowest of the compared OMol25 structures with the same formula, charge and spin: 5.8 kJ/mol
- Gap between HOMO and LUMO (spin up / spin down): 4.28 / 4.47 eV
- Expectation value of S²: 0.761
- Lowest unoccupied orbital energy (spin up / spin down): 0.1212 / 0.1212 Ha
- HOMO (spin up / spin down): -0.981 / -1.169 eV
- Calculated total energy: -196106.5611 eV